[1]
{
  "formula": "C6H7O4",
  "method": "the ωB97M-V functional and the def2-TZVPD basis",
  "species": ["C", "C", "C", "C", "C", "C", "O", "O", "O", "O", "H", "H", "H", "H", "H", "H", "H"],
  "xyz": [[-0.533209, -1.228047, -1.075164], [0.983077, -0.182154, 2.053824], [-0.742760, 0.883956, 0.912384], [-0.515230, -0.314993, 1.873772], [0.582913, 0.143981, 0.639800], [0.211186, -0.141929, -1.930923], [-1.281867, -2.053917, -1.466241], [-1.636951, 0.947230, -0.126598], [1.362781, 0.476761, -1.218769], [-0.059974, -1.090947, 0.245626], [1.445707, 0.647976, 2.460984], [1.370650, -1.222628, 2.257363], [-0.876090, 1.868383, 1.484889], [-0.406787, 0.695404, -2.042080], [0.450030, -0.746233, -2.732314], [-2.418744, 1.516492, -0.049259], [2.065268, -0.199335, -1.287294]],
  "atomic_forces_ev_per_a": [[-0.338, 0.926, -1.419], [-0.657, -3.464, -2.482], [-0.155, 2.455, 0.400], [-1.337, 0.636, 0.435], [-2.477, -0.057, 0.628], [0.791, -0.107, 3.086], [0.950, 0.900, 1.049], [0.375, -1.169, -0.221], [-0.658, -2.132, -1.487], [1.322, -0.371, 1.462], [0.411, 1.543, 1.635], [0.157, 1.512, -0.324], [1.241, -1.517, -0.193], [-1.206, 0.673, -0.925], [0.975, -0.336, -2.350], [0.429, -0.092, 0.643], [0.177, 0.599, 0.063]],
  "lowdin_charge": [-0.340, 0.046, -0.208, 0.249, -0.161, 0.002, 0.250, 0.051, 0.004, 0.050, 0.125, 0.171, 0.213, 0.122, 0.125, 0.159, 0.143],
  "gap_ev": 8.78,
  "lumo_energy_ev": -5.67,
  "total_charge": 1,
  "e_homo_ev": -14.45,
  "de_lowest_kcal_mol": 37.36
}

[2]
{
  "formula": "C6H8",
  "method": "the ωB97M-V functional and the def2-TZVPD basis",
  "species": ["C", "C", "C", "C", "C", "C", "H", "H", "H", "H", "H", "H", "H", "H"],
  "xyz": [[-0.349866, 1.792455, 0.405757], [-0.269766, 0.374654, 0.408509], [-0.752123, -0.294132, -0.884290], [-0.032736, -1.469447, -1.032121], [1.118801, -1.512182, -0.130313], [0.949913, -0.424459, 0.673799], [0.502205, 2.317409, 0.076512], [-1.091314, 1.863127, -0.337702], [-0.678026, 2.164721, 1.324503], [-0.980297, 0.056074, 1.136044], [-1.681737, 0.010227, -1.419906], [-0.199652, -2.301549, -1.781035], [1.819870, -2.333598, 0.024191], [1.644731, -0.243299, 1.536051]],
  "atomic_forces_ev_per_a": [[0.072, 1.762, -0.641], [1.032, -3.877, -1.812], [0.222, -2.333, 0.317], [-0.847, 0.236, -1.894], [-1.518, 1.333, 1.161], [2.442, -0.867, 1.663], [1.141, 0.559, -0.414], [-1.248, 1.635, -0.662], [-0.471, 0.912, 1.367], [-0.782, -0.834, 0.773], [0.958, -0.361, 0.460], [-0.028, 1.313, 0.818], [-0.146, 0.450, -0.302], [-0.826, 0.072, -0.835]],
  "lowdin_charge": [-0.070, -0.425, -0.047, -0.107, -0.088, -0.077, 0.084, 0.065, 0.073, 0.152, 0.114, 0.109, 0.099, 0.119],
  "gap_ev": 9.25,
  "lumo_energy_ev": 0.94,
  "e_homo_ev": -8.30,
  "smiles": "CC1C=CC=C1",
  "de_lowest_kcal_mol": 27.06
}

[3]
{
  "formula": "C6H8",
  "method": "the ωB97M-V functional and the def2-TZVPD basis",
  "species": ["C", "C", "C", "C", "C", "C", "H", "H", "H", "H", "H", "H", "H", "H"],
  "xyz": [[0.592736, 3.802949, -0.026145], [0.943999, 2.474308, 0.221808], [-0.214921, -0.677605, 1.341352], [0.077060, -1.725631, 0.660666], [0.174349, 2.804381, -0.999391], [-0.151687, -1.970204, -0.884713], [0.672689, 4.796404, 0.380502], [1.221242, 1.628397, 0.827277], [0.144349, -0.505827, 2.415839], [-0.790240, 0.231861, 0.897593], [0.516787, -2.700083, 0.992953], [0.329224, -2.864625, -1.414192], [0.396442, -1.064650, -1.377193], [-1.232706, -1.912101, -1.061220]],
  "atomic_forces_ev_per_a": [[0.974, -4.349, 0.055], [-2.592, 3.372, -2.219], [-0.743, 4.000, 2.228], [1.022, -4.733, -3.370], [1.379, 0.667, 2.288], [1.204, 2.187, -0.264], [-0.164, 0.129, -0.176], [0.438, 0.175, 0.043], [-0.850, -0.591, -1.555], [1.175, -1.738, 0.564], [-0.010, 1.429, 0.875], [-0.828, 0.935, 1.485], [-1.361, -1.414, 0.495], [0.355, -0.068, -0.449]],
  "lowdin_charge": [-0.081, -0.075, -0.090, -0.272, 0.006, -0.115, 0.076, 0.059, 0.079, 0.089, 0.099, 0.079, 0.090, 0.058],
  "gap_ev": 9.92,
  "lumo_energy_ev": 0.77,
  "e_homo_ev": -9.15,
  "smiles": "C1=CC=1.C=CC",
  "de_lowest_kcal_mol": 123.77
}

[4]
{
  "formula": "C6H8",
  "method": "the ωB97M-V functional and the def2-TZVPD basis",
  "species": ["C", "C", "C", "C", "C", "C", "H", "H", "H", "H", "H", "H", "H", "H"],
  "xyz": [[1.114009, -1.627859, -0.388742], [1.354305, -0.717648, 0.514299], [1.510284, 0.253042, 1.372716], [-0.775894, 1.370890, -0.357701], [-1.755439, 0.286141, -0.028363], [-1.113065, 0.609827, -1.345808], [1.619334, -2.588090, -0.414281], [0.895254, 0.314346, 2.266991], [2.236206, 1.042657, 1.199338], [-0.203195, 2.192831, 0.042079], [-2.805175, 0.538690, 0.139267], [-1.419407, -0.587795, 0.540006], [0.365754, -1.420860, -1.154392], [-1.022972, 0.333823, -2.385415]],
  "atomic_forces_ev_per_a": [[0.049, 0.144, 0.144], [-0.013, -0.039, -0.049], [0.033, -0.158, -0.076], [-0.034, 0.004, -0.290], [-0.259, -0.182, 0.217], [0.066, 0.247, 0.045], [-0.025, 0.141, 0.079], [0.114, -0.073, -0.091], [-0.040, -0.136, 0.026], [-0.118, -0.122, -0.133], [0.136, -0.024, -0.032], [-0.039, 0.160, -0.124], [0.149, -0.043, 0.114], [-0.019, 0.080, 0.169]],
  "lowdin_charge": [0.003, -0.200, -0.021, -0.088, -0.171, -0.091, 0.059, 0.070, 0.065, 0.094, 0.071, 0.067, 0.048, 0.094],
  "gap_ev": 10.40,
  "lumo_energy_ev": 1.17,
  "e_homo_ev": -9.23,
  "smiles": "C1=CC1.C=C=C",
  "de_lowest_kcal_mol": 90.29
}

[5]
{
  "formula": "C6H8",
  "method": "the ωB97M-V functional and the def2-TZVPD basis",
  "species": ["C", "C", "C", "C", "C", "C", "H", "H", "H", "H", "H", "H", "H", "H"],
  "xyz": [[0.040346, -1.145538, -1.505814], [0.006285, 0.002759, -0.580501], [1.159336, 0.733741, 0.035305], [0.277862, 0.721876, 1.311753], [-0.915197, 0.323904, 0.401368], [-2.296269, 0.135852, 0.459093], [0.442320, -1.984321, -0.914342], [0.717207, -0.994903, -2.350045], [-0.967955, -1.422543, -1.822400], [1.268938, 1.748935, -0.364695], [2.136329, 0.241647, 0.037785], [0.560517, -0.136486, 1.932544], [0.205378, 1.624561, 1.915636], [-2.629882, 0.183492, 1.516751]],
  "atomic_forces_ev_per_a": [[-0.087, 0.073, -0.137], [0.097, -0.266, -0.078], [0.114, -0.066, -0.056], [0.004, 0.213, 0.419], [-0.327, -0.159, -0.033], [0.439, -0.112, 0.162], [-0.065, 0.099, -0.183], [-0.114, 0.026, 0.036], [0.088, 0.054, -0.028], [-0.058, -0.223, -0.004], [-0.145, 0.016, 0.111], [-0.093, 0.272, 0.028], [0.038, 0.038, -0.054], [0.108, 0.035, -0.184]],
  "lowdin_charge": [-0.024, -0.220, -0.115, -0.124, -0.347, 0.114, 0.107, 0.085, 0.087, 0.125, 0.113, 0.111, 0.100, -0.012],
  "gap_ev": [7.19, 7.19],
  "lumo_energy_ev": [-0.65, -0.65],
  "e_homo_ev": [-7.84, -7.84],
  "de_lowest_kcal_mol": 97.89
}

[6]
{
  "formula": "C6H8",
  "method": "the ωB97M-V functional and the def2-TZVPD basis",
  "species": ["C", "C", "C", "C", "C", "C", "H", "H", "H", "H", "H", "H", "H", "H"],
  "xyz": [[-0.415146, 0.816456, -2.678775], [-0.652654, 1.140575, -0.126877], [-0.550644, 0.860678, -3.877868], [-0.468858, 0.901038, -1.318301], [-0.812467, 1.343382, 1.290294], [1.190585, -1.976851, 1.330735], [1.076076, -3.026591, 1.110839], [-0.176163, 0.632111, -4.841124], [-0.945457, 2.416294, 1.349207], [-0.033888, 0.927389, 1.953044], [-1.751793, 0.844503, 1.680518], [2.049341, -1.711775, 1.829401], [0.300388, -1.821276, 1.839247], [1.190680, -1.345933, 0.459660]],
  "atomic_forces_ev_per_a": [[-0.570, 0.285, -0.284], [0.920, -1.580, -2.650], [1.088, -0.607, 0.269], [-0.631, 0.850, 2.904], [-1.344, -0.621, 0.786], [-0.845, -0.656, -1.880], [0.777, -0.361, -0.510], [-0.451, 0.221, -0.615], [0.130, 0.281, 0.902], [0.094, 0.521, -0.656], [0.776, 0.639, -0.655], [1.810, 0.140, 1.662], [-1.496, 0.989, 1.454], [-0.258, -0.100, -0.728]],
  "lowdin_charge": [-0.168, -0.068, 0.112, -0.061, -0.105, -0.021, 0.026, 0.025, 0.076, 0.082, 0.104, -0.006, -0.010, 0.013],
  "gap_ev": 9.99,
  "lumo_energy_ev": 0.80,
  "e_homo_ev": -9.19,
  "smiles": "C#CC#CC.C",
  "de_lowest_kcal_mol": 77.56
}